# 1
17
Properties=species:S:1:pos:R:3:forces:R:3:mulliken_charge:R:1 method="wB97M-V/def2-TZVPD" largest_force_ha_per_bohr=0.048 homo_ev=-9.10 smiles=ClC(Cl)CN1CCC1 homo_lumo_gap_ev=10.1 lumo_ev=0.95
Cl 2.581 -2.109 0.079 0.4 0.0 0.4 -0.17
C 2.321 -0.344 0.150 -0.6 0.0 -1.7 0.20
Cl 3.640 0.572 0.928 -0.4 -0.5 -0.2 -0.17
C 0.962 -0.090 0.782 -0.4 1.3 0.1 -1.04
N -0.172 -0.397 -0.062 0.6 -0.6 0.2 -0.04
C -1.488 -0.326 0.567 -0.6 -0.1 0.4 -0.54
C -2.048 0.235 -0.780 -1.6 -0.3 0.9 -0.52
C -0.585 0.556 -1.080 0.5 2.2 0.2 -0.55
H 2.291 -0.118 -0.939 0.2 0.4 0.9 0.22
H 0.816 0.970 1.079 0.7 -0.1 0.0 0.46
H 0.940 -0.658 1.693 -0.3 -0.4 0.4 0.45
H -1.616 0.453 1.393 0.5 -0.8 -0.8 0.27
H -1.843 -1.308 0.931 0.0 0.5 -0.1 0.31
H -2.872 1.033 -0.558 1.8 -1.3 -1.2 0.27
H -2.380 -0.593 -1.411 -0.4 0.3 0.1 0.26
H -0.489 1.613 -0.722 0.6 -0.3 -0.1 0.25
H -0.057 0.510 -2.051 -0.8 -0.3 0.2 0.34


# 2
32
Properties=species:S:1:pos:R:3:forces:R:3:mulliken_charge:R:1 method="wB97M-V/def2-TZVPD" largest_force_ha_per_bohr=0.058 homo_ev=-7.80 smiles="O=C1C(=O)C(Cl)=C(Cl)C(Cl)=C1Cl.C1CN=C2NCCN2C1" homo_lumo_gap_ev=5.5 lumo_ev=-2.33
O 0.277 0.475 2.368 1.5 2.4 -0.9 -0.65
C 0.843 1.460 1.873 -0.5 -2.5 1.2 0.52
C 2.365 1.454 1.659 0.6 -2.2 -0.3 0.31
O 2.971 0.407 1.443 -1.2 2.0 0.4 -0.55
C 3.020 2.756 1.810 -0.4 1.9 -0.2 0.08
Cl 4.712 2.729 1.946 0.2 0.0 0.0 -0.13
C 2.308 3.944 1.800 1.8 -1.7 0.3 0.40
Cl 3.123 5.437 1.999 -0.1 -0.2 -0.1 -0.14
C 0.873 3.933 1.698 -1.8 -1.8 -0.1 0.13
Cl 0.018 5.412 1.725 0.1 -0.1 -0.1 -0.14
C 0.179 2.732 1.666 0.0 2.1 -0.1 0.15
Cl -1.520 2.683 1.602 -0.1 0.0 0.0 -0.14
C -0.851 -0.627 -2.970 -0.5 0.3 -0.2 -0.66
C 0.067 0.173 -2.033 0.4 0.2 0.0 -0.87
N -0.073 -0.073 -0.601 -0.6 -0.9 0.1 -0.24
C -0.684 -1.170 -0.279 0.5 0.7 -0.3 0.22
N -0.968 -1.566 1.001 0.5 1.3 -0.1 0.01
C -1.511 -2.878 1.065 0.0 -0.6 0.8 -0.60
C -1.625 -3.299 -0.398 -0.1 -0.4 -0.3 -0.65
N -1.165 -2.145 -1.122 0.1 0.1 0.0 0.14
C -1.079 -2.079 -2.557 0.3 -0.1 0.2 -0.58
H -1.825 -0.118 -2.993 0.1 -0.2 0.0 0.27
H -0.469 -0.612 -3.995 0.0 0.1 0.1 0.38
H 1.121 0.057 -2.354 -0.3 -0.1 0.3 0.31
H -0.158 1.243 -2.140 0.1 -0.2 -0.4 0.35
H -0.681 -0.979 1.783 -0.2 -0.6 -0.5 0.24
H -2.479 -2.885 1.574 0.0 -0.1 0.0 0.33
H -0.831 -3.546 1.602 -0.2 -0.1 0.1 0.31
H -2.655 -3.545 -0.667 0.0 -0.1 -0.1 0.31
H -1.005 -4.187 -0.592 -0.1 0.1 -0.1 0.27
H -2.025 -2.455 -2.968 0.1 0.1 -0.1 0.33
H -0.274 -2.733 -2.942 -0.1 0.1 0.1 0.29


# 3
86
Properties=species:S:1:pos:R:3:forces:R:3:mulliken_charge:R:1 method="wB97M-V/def2-TZVPD" largest_force_ha_per_bohr=0.089 homo_ev=-9.48 homo_lumo_gap_ev=2.5 lumo_ev=-6.97
Hf 2.883 -0.743 -1.018 2.2 -2.0 -3.5 2.10
In -1.904 -2.772 -0.454 2.9 1.6 0.1 1.33
F -2.383 -1.504 2.208 0.5 -0.6 -1.5 -0.70
F 2.591 -2.408 -2.621 0.2 2.5 2.8 -0.71
F 4.274 0.298 -2.553 -2.4 -1.0 2.7 -0.79
F -0.630 -2.064 -3.257 -0.9 0.1 1.0 -0.73
F 0.489 -4.451 -0.846 -1.1 0.7 0.9 -0.76
F 4.862 -1.755 -0.425 -3.4 1.6 -0.3 -0.77
F 0.501 -0.896 -0.417 1.2 -0.5 -0.3 -0.52
C -1.240 3.792 0.883 -0.5 -0.2 1.2 -1.39
C -0.824 2.842 2.071 -1.0 0.9 -1.0 0.09
C -2.079 1.973 2.615 2.8 -0.1 1.3 -0.27
O -2.978 2.732 3.361 -2.6 1.7 -0.4 -0.51
C -4.292 2.138 3.539 0.6 0.3 -1.5 -0.72
N 0.317 2.039 1.566 -1.3 -1.0 0.4 -0.08
H -0.450 4.384 0.422 0.4 -0.1 0.4 0.36
H -2.014 4.495 1.192 0.0 0.0 0.1 0.37
H -1.677 3.206 0.075 0.0 -0.2 0.0 0.18
H -0.476 3.305 2.994 -0.3 0.9 -0.2 0.57
H -1.707 1.504 3.526 1.4 -1.8 -0.9 0.25
H -2.473 1.257 1.894 -0.4 0.1 0.0 0.33
H -5.050 2.914 3.431 0.2 0.2 0.3 0.30
H -4.473 1.569 4.452 0.6 0.1 0.2 0.28
H -4.427 1.475 2.685 -0.3 -0.3 0.1 0.28
H 1.221 2.472 1.692 -0.2 0.7 0.3 0.15
H 0.332 1.279 2.231 0.5 -0.9 -0.2 -0.29
C -1.516 -0.320 -6.301 -1.9 -0.6 0.6 -0.40
C -2.869 -1.102 -6.241 2.2 -0.7 -0.1 -0.39
O -2.455 -2.331 -5.659 -0.8 -1.0 -0.1 -0.51
O -1.147 -0.020 -4.965 0.3 2.0 -0.6 -0.27
H -1.655 0.555 -6.936 0.4 0.6 0.6 0.36
H -0.796 -0.975 -6.792 0.0 -0.1 0.0 0.30
H -3.173 -1.330 -7.263 -0.3 0.0 0.1 0.33
H -3.682 -0.709 -5.631 0.1 0.7 -0.3 0.20
H -2.375 -2.232 -4.708 0.3 0.0 0.1 0.27
H -1.003 -0.766 -4.378 0.0 -1.2 0.0 0.18
C -0.291 -1.088 5.183 -1.8 0.5 -1.8 -0.67
C 0.295 -1.743 3.874 1.1 -0.5 1.4 -0.56
O 0.328 -0.956 2.698 0.6 0.7 1.1 -0.01
O 0.384 0.098 5.604 0.7 -0.7 -0.3 -0.54
H -0.543 -1.751 6.010 0.9 -0.6 -0.1 0.48
H -1.283 -0.763 4.871 -0.4 0.1 -0.2 0.22
H -0.134 -2.688 3.542 -0.8 -0.1 0.9 0.45
H 1.318 -2.017 4.133 0.4 0.2 -0.2 0.38
H -0.595 -0.773 2.505 -0.9 -0.1 -0.7 -0.30
H 0.038 0.308 6.474 0.1 0.1 0.0 0.31
C 2.906 -5.205 1.204 0.5 -0.7 -0.7 -0.82
C 2.676 -3.675 1.435 3.4 0.2 -0.1 0.01
O 2.358 -2.991 0.239 -0.4 -0.7 1.3 -0.17
O 1.695 -5.889 1.103 0.5 -0.1 1.0 -0.49
H 3.619 -5.670 1.885 -0.9 0.3 1.4 0.44
H 3.537 -5.452 0.350 -0.3 1.0 -1.1 0.36
H 3.672 -3.292 1.656 0.1 0.1 0.5 0.26
H 2.050 -3.568 2.321 -0.7 0.2 -0.4 -0.07
H 1.648 -3.584 -0.020 -1.8 0.3 -2.2 0.27
H 1.301 -5.562 0.291 -0.8 -0.1 -0.9 0.44
C -3.218 1.829 -2.630 -0.6 0.8 -0.8 -0.07
C -3.520 1.037 -1.319 -1.3 0.0 -1.2 -0.43
O -2.500 0.317 -0.664 0.4 0.3 -0.4 -0.10
O -3.218 3.296 -2.534 0.4 -1.2 1.0 -0.60
H -3.995 1.624 -3.366 -0.8 -0.3 0.4 0.41
H -2.403 1.443 -3.242 0.9 0.0 0.8 -0.06
H -4.264 0.304 -1.631 0.1 -0.3 -0.1 0.50
H -4.088 1.583 -0.565 0.2 0.8 -0.2 0.28
H -2.081 1.004 -0.139 0.8 -0.5 0.4 -0.37
H -2.821 3.673 -3.323 0.1 -0.2 -0.1 0.32
C 1.691 2.412 -1.893 -0.2 -1.7 0.6 -0.67
C 0.997 1.440 -2.821 -1.8 1.6 -1.3 0.22
O 1.490 0.103 -2.820 1.0 1.4 0.6 -0.41
O 1.787 1.580 -0.738 2.5 -0.6 0.6 0.41
H 1.107 3.235 -1.480 -0.3 0.4 -1.2 0.32
H 2.649 2.764 -2.277 0.2 -0.3 0.3 0.31
H 0.942 1.938 -3.789 0.5 -0.7 -0.7 0.52
H -0.061 1.408 -2.562 -0.1 -0.2 0.5 -0.24
H 0.876 -0.409 -3.352 -0.1 -0.9 0.0 0.08
H 1.026 1.802 -0.195 -0.7 -0.7 1.0 -0.07
C 3.647 -0.064 2.137 0.7 1.6 -0.2 -0.36
C 3.953 1.254 1.466 1.4 1.8 2.9 -0.60
O 4.340 1.104 0.193 0.1 -2.4 -3.9 -0.47
O 2.591 -0.561 1.365 0.7 -0.8 -1.0 1.19
H 3.344 0.102 3.171 -0.2 0.1 0.0 0.44
H 4.543 -0.684 2.165 -0.1 -0.3 -0.5 0.24
H 4.859 1.669 1.906 -0.3 0.4 1.2 0.50
H 3.157 1.998 1.442 -0.5 -0.2 0.9 0.22
H 4.603 1.938 -0.204 -0.1 -0.2 -0.3 0.31
H 1.869 -0.730 1.974 -1.6 -0.4 -0.4 -0.21


# 4
87
Properties=species:S:1:pos:R:3:forces:R:3:mulliken_charge:R:1 method="wB97M-V/def2-TZVPD" total_charge=+1 largest_force_ha_per_bohr=0.003 homo_ev="-10.45 / -10.65" multiplicity=4 s_squared=3.78 homo_lumo_gap_ev="8.0 / 7.0" lumo_ev="-2.46 / -3.67"
Tc -0.001 -0.102 -0.175 0.0 0.0 0.1 -0.65
C -3.038 0.532 -0.146 0.0 0.0 0.0 -1.48
N -1.759 1.235 -0.430 0.0 0.0 0.0 0.73
C -1.820 1.770 -1.827 0.0 0.0 0.0 -0.93
C -2.103 0.731 -2.907 0.0 0.0 0.0 -0.84
C -1.053 -0.367 -3.073 0.0 0.0 0.0 -0.97
N -0.840 -1.096 -1.820 0.0 0.0 0.0 0.36
C -1.191 -2.338 -1.752 0.0 0.0 0.0 -0.69
C -1.281 -3.153 -0.579 0.0 0.0 0.0 1.02
C -1.478 -4.539 -0.757 0.0 0.0 0.0 -0.71
C -1.694 -5.368 0.311 0.0 0.0 0.0 -1.10
C -1.765 -4.813 1.598 0.0 0.0 0.0 -0.48
C -1.603 -3.465 1.803 0.0 0.0 0.0 -0.83
C -1.335 -2.600 0.728 -0.1 0.0 0.0 0.32
O -1.208 -1.315 0.949 0.1 0.0 -0.1 0.23
C -1.669 2.389 0.509 0.0 0.0 0.0 -0.87
C -1.338 1.977 1.942 0.0 0.0 0.0 -0.88
C 0.144 1.911 2.250 0.0 0.0 0.0 -1.15
N 0.866 0.915 1.435 0.0 0.0 0.0 1.41
C 2.080 0.696 1.797 0.0 0.0 0.0 -0.57
C 3.015 -0.242 1.234 0.0 0.0 0.0 0.72
C 4.353 -0.159 1.654 0.0 0.0 0.0 -0.62
C 5.295 -1.060 1.217 0.0 0.0 0.0 -0.88
C 4.899 -2.090 0.360 0.0 0.0 0.0 -0.70
C 3.589 -2.207 -0.056 0.0 0.0 0.0 -0.57
C 2.630 -1.282 0.367 0.0 0.0 0.0 0.08
O 1.368 -1.460 0.003 0.0 0.0 0.0 -0.19
H -3.868 1.186 -0.428 0.0 0.0 0.0 0.37
H -3.105 0.285 0.906 0.0 0.0 0.0 0.42
H -3.096 -0.397 -0.702 0.0 0.0 0.0 0.31
H -0.876 2.274 -2.027 0.0 0.0 0.0 0.40
H -2.617 2.521 -1.851 0.0 0.0 0.0 0.53
H -2.157 1.276 -3.851 0.0 0.0 0.0 0.56
H -3.087 0.284 -2.759 0.0 0.0 0.0 0.26
H -0.108 0.073 -3.384 0.0 0.0 0.0 0.17
H -1.380 -1.064 -3.848 0.0 0.0 0.0 0.60
H -1.496 -2.816 -2.685 0.0 0.0 0.0 0.35
H -1.455 -4.940 -1.763 0.0 0.0 0.0 0.46
H -1.832 -6.430 0.165 0.0 0.0 0.0 0.44
H -1.953 -5.457 2.448 0.0 0.0 0.0 0.49
H -1.661 -3.035 2.794 0.0 0.0 0.0 0.53
H -2.627 2.918 0.471 0.0 0.0 0.0 0.54
H -0.911 3.074 0.125 0.0 0.0 0.0 0.37
H -1.798 1.019 2.192 0.0 0.0 0.0 0.13
H -1.775 2.713 2.618 0.0 0.0 0.0 0.53
H 0.285 1.640 3.296 0.0 0.0 0.0 0.57
H 0.601 2.890 2.075 0.0 0.0 0.0 0.42
H 2.461 1.279 2.634 0.0 0.0 0.0 0.32
H 4.634 0.636 2.335 0.0 0.0 0.0 0.51
H 6.324 -0.979 1.536 0.0 0.0 0.0 0.47
H 5.630 -2.812 0.017 0.0 0.0 0.0 0.46
H 3.273 -3.006 -0.713 0.0 0.0 0.0 0.59
O 1.010 -0.580 3.936 0.0 0.0 0.0 -0.23
S 0.822 -1.573 5.040 0.0 0.0 0.0 -0.34
C 2.354 -1.609 5.965 0.0 0.0 0.0 0.53
C 2.302 -1.792 7.336 0.0 0.0 0.0 -0.45
C 3.490 -1.833 8.056 0.0 0.0 0.0 -0.52
C 4.701 -1.679 7.401 0.0 0.0 0.0 -0.54
C 4.737 -1.481 6.024 0.0 0.0 0.0 -0.62
C 3.560 -1.447 5.297 0.0 0.0 0.0 -0.16
C 0.988 -3.191 4.279 0.0 0.0 0.0 0.66
C 0.512 -4.310 4.943 0.0 0.0 0.0 -0.50
C 0.655 -5.555 4.348 0.0 0.0 0.0 -0.67
C 1.257 -5.665 3.101 0.0 0.0 0.0 -0.76
C 1.714 -4.532 2.442 0.0 0.0 0.0 -0.58
C 1.578 -3.285 3.031 0.0 0.0 0.0 0.32
H 1.347 -1.894 7.839 0.0 0.0 0.0 0.45
H 3.466 -1.976 9.128 0.0 0.0 0.0 0.40
H 5.624 -1.707 7.964 0.0 0.0 0.0 0.40
H 5.686 -1.359 5.519 0.0 0.0 0.0 0.45
H 3.563 -1.293 4.224 0.0 0.0 0.0 0.29
H 0.040 -4.214 5.915 0.0 0.0 0.0 0.43
H 0.293 -6.439 4.857 0.0 0.0 0.0 0.42
H 1.363 -6.639 2.640 0.0 0.0 0.0 0.43
H 2.172 -4.616 1.464 0.0 0.0 0.0 0.46
H 1.907 -2.385 2.532 0.0 0.0 0.0 0.02
C 3.281 2.265 -2.981 0.0 0.0 0.0 -0.73
C 2.559 2.971 -2.030 0.0 0.0 0.0 -0.95
C 1.613 2.319 -1.250 0.0 0.0 0.0 -0.10
C 1.344 0.954 -1.400 0.0 0.0 0.0 1.62
C 2.100 0.266 -2.357 0.0 0.0 0.0 -0.31
C 3.051 0.906 -3.138 0.0 0.0 0.0 -0.97
H 4.022 2.768 -3.587 0.0 0.0 0.0 0.42
H 2.740 4.029 -1.886 0.0 0.0 0.0 0.46
H 1.093 2.902 -0.496 0.0 0.0 0.0 0.10
H 1.952 -0.802 -2.489 0.0 0.0 0.0 0.56
H 3.619 0.341 -3.866 0.0 0.0 0.0 0.46


Which energy relative to the best compared isomer or geometry (same formula, charge and spin) belongs to each record? In order, 1.033; 0.240; 0.576; 0.000 eV.